{
  "formula": "Cl4H4Si3",
  "method": "the ωB97M-V functional and the def2-TZVPD basis",
  "orbital_gap_ev": [5.60, 6.82],
  "spin_multiplicity": 3,
  "e_homo_ev": [-5.668, -10.622],
  "species": ["Si", "Si", "Si", "Cl", "Cl", "Cl", "Cl", "H", "H", "H", "H"],
  "positions_angstrom": [[1.768, -0.426, 0.027], [-0.574, -1.752, 0.370], [-0.151, -2.722, 2.522], [-1.038, -3.377, -0.854], [-0.749, -1.520, 4.061], [-0.957, -4.542, 2.883], [1.855, -2.700, 2.659], [1.934, 0.253, -1.278], [1.387, 0.463, 1.237], [3.156, -0.765, 0.146], [-1.467, -0.684, 0.479]]
}